No. 1
Computed, not measured: a molecular structure, C22H35NNiO2P2S2, with ωB97M-V with the def2-TZVPD basis set.

The geometry in XYZ format:
```
65
Properties=species:S:1:pos:R:3
P 2.408 -0.614 -1.009
P -0.731 -2.189 -1.994
C 2.044 -2.134 -2.123
C 0.777 -2.008 -2.999
H 2.012 -3.039 -1.492
H 2.926 -2.244 -2.779
H 0.730 -1.056 -3.558
H 0.740 -2.820 -3.744
C -1.030 -3.996 -1.970
H -1.637 -4.304 -1.117
H -0.092 -4.565 -1.986
H -1.594 -4.232 -2.882
C -2.183 -1.582 -2.843
H -2.387 -2.283 -3.659
H -2.034 -0.570 -3.238
H -3.034 -1.596 -2.153
C 3.915 -1.398 -0.315
H 4.457 -0.632 0.260
H 4.512 -1.719 -1.186
H 3.669 -2.265 0.319
C 3.117 0.294 -2.559
H 2.441 1.176 -2.731
H 3.009 -0.363 -3.428
H 4.171 0.599 -2.475
Ni 2.655 1.453 -1.041
C -2.209 -2.667 0.689
C -1.351 -3.555 1.183
C 0.149 -3.606 0.975
C 0.880 -2.281 1.253
C 0.654 -1.200 0.302
C -0.541 -1.033 -0.634
C -1.747 -0.331 0.020
C -2.367 -1.243 1.067
C 1.999 3.302 -1.276
H -3.011 -2.987 0.010
H -1.706 -4.441 1.730
H 0.402 -3.970 -0.051
H 0.499 -4.355 1.695
H 0.564 -1.948 2.258
H 1.955 -2.532 1.300
H 0.790 -0.244 0.847
H -0.159 -0.196 -1.278
H -2.444 0.032 -0.753
H -1.342 0.568 0.501
H -1.867 -1.107 2.031
H -3.410 -0.899 1.218
H 0.898 3.476 -1.123
H 2.186 3.734 -2.295
H 2.510 4.037 -0.636
O -3.228 3.683 0.339
S -1.966 4.334 0.533
O -1.725 5.603 -0.103
N -0.690 3.296 0.281
C -0.009 2.937 1.372
S 1.437 2.046 1.139
C -0.617 3.501 2.617
C -0.368 3.312 3.984
C -1.064 4.074 4.940
C -2.004 5.054 4.573
C -2.309 5.197 3.212
C -1.622 4.411 2.289
H 0.373 2.569 4.271
H -0.867 3.915 6.001
H -2.484 5.683 5.333
H -3.052 5.922 2.890
```

Results
F_max = 4.06 eV/A
ΔE to the lowest compared entry with this formula, charge and spin = 2.823 eV
E_tot = -110247.88376 eV
Spin multiplicity = 3


No. 2
Computed, not measured: a molecular structure, C8H12N3, with ωB97M-V with the def2-TZVPD basis set.

The geometry in XYZ format:
```
23
Properties=species:S:1:pos:R:3
C -1.277 -1.824 -1.051
C -0.449 -0.993 -1.682
C 0.860 1.377 0.677
C 0.115 0.404 0.185
C -1.728 -1.550 0.361
C 1.789 1.740 -0.568
C 1.166 1.793 2.121
C -2.824 -2.447 0.892
N -1.289 -0.570 1.011
N 0.159 0.086 -1.110
N 1.305 0.807 -1.692
H -1.627 -2.656 -1.487
H -0.272 -1.318 -2.753
H 1.578 2.888 -0.721
H 2.845 1.620 -0.123
H 2.068 2.231 2.275
H 1.117 0.944 2.679
H 0.508 2.524 2.494
H -2.680 -3.440 0.454
H -3.677 -1.966 0.762
H -2.726 -2.479 1.932
H 1.031 1.144 -2.586
H 2.118 0.320 -2.064
```

Results
F_max = 6.26 eV/A
ΔE to the lowest compared entry with this formula, charge and spin = 6.640 eV
E_tot = -12948.17084 eV
Charge = +1


Question: Which value of F_max does entry 2 give?
Answer: 6.26 eV/A


Question: What is the formula in the second record?
Answer: C8H12N3


What did the first record say?
Computed, not measured: a molecular structure, C22H35NNiO2P2S2, with ωB97M-V with the def2-TZVPD basis set.

The geometry in XYZ format:
```
65
Properties=species:S:1:pos:R:3
P 2.408 -0.614 -1.009
P -0.731 -2.189 -1.994
C 2.044 -2.134 -2.123
C 0.777 -2.008 -2.999
H 2.012 -3.039 -1.492
H 2.926 -2.244 -2.779
H 0.730 -1.056 -3.558
H 0.740 -2.820 -3.744
C -1.030 -3.996 -1.970
H -1.637 -4.304 -1.117
H -0.092 -4.565 -1.986
H -1.594 -4.232 -2.882
C -2.183 -1.582 -2.843
H -2.387 -2.283 -3.659
H -2.034 -0.570 -3.238
H -3.034 -1.596 -2.153
C 3.915 -1.398 -0.315
H 4.457 -0.632 0.260
H 4.512 -1.719 -1.186
H 3.669 -2.265 0.319
C 3.117 0.294 -2.559
H 2.441 1.176 -2.731
H 3.009 -0.363 -3.428
H 4.171 0.599 -2.475
Ni 2.655 1.453 -1.041
C -2.209 -2.667 0.689
C -1.351 -3.555 1.183
C 0.149 -3.606 0.975
C 0.880 -2.281 1.253
C 0.654 -1.200 0.302
C -0.541 -1.033 -0.634
C -1.747 -0.331 0.020
C -2.367 -1.243 1.067
C 1.999 3.302 -1.276
H -3.011 -2.987 0.010
H -1.706 -4.441 1.730
H 0.402 -3.970 -0.051
H 0.499 -4.355 1.695
H 0.564 -1.948 2.258
H 1.955 -2.532 1.300
H 0.790 -0.244 0.847
H -0.159 -0.196 -1.278
H -2.444 0.032 -0.753
H -1.342 0.568 0.501
H -1.867 -1.107 2.031
H -3.410 -0.899 1.218
H 0.898 3.476 -1.123
H 2.186 3.734 -2.295
H 2.510 4.037 -0.636
O -3.228 3.683 0.339
S -1.966 4.334 0.533
O -1.725 5.603 -0.103
N -0.690 3.296 0.281
C -0.009 2.937 1.372
S 1.437 2.046 1.139
C -0.617 3.501 2.617
C -0.368 3.312 3.984
C -1.064 4.074 4.940
C -2.004 5.054 4.573
C -2.309 5.197 3.212
C -1.622 4.411 2.289
H 0.373 2.569 4.271
H -0.867 3.915 6.001
H -2.484 5.683 5.333
H -3.052 5.922 2.890
```

Results
F_max = 4.06 eV/A
ΔE to the lowest compared entry with this formula, charge and spin = 2.823 eV
E_tot = -110247.88376 eV
Spin multiplicity = 3